Entry from the OMol25 dataset: the molecule C3H6N2O2 (ωB97M-V/def2-TZVPD).

total energy	-10283.5936	eV
molecular weight	102.1	g/mol
structure (SMILES)	NC(=O)NCC=O
net charge	0
max |F|	0.023	Eh/bohr

Cartesian coordinates (Å):
N1 0.188255 -1.852537 0.976940
C1 1.064247 -0.812178 0.918131
O1 2.123232 -0.806286 1.519950
N2 0.700968 0.240848 0.108393
C2 -0.610436 0.455830 -0.429492
C3 -0.688829 1.640012 -1.332226
O2 -1.315781 2.625571 -1.031982
H1 0.402459 -2.541964 1.670589
H2 -0.696979 -1.765743 0.504909
H3 1.366253 0.995995 0.164452
H4 -1.407349 0.599184 0.294115
H5 -0.936665 -0.391301 -1.047311
H6 -0.189372 1.612568 -2.316468

Forces on the atoms, in the same order (eV/Å):
N -0.10 0.53 -0.41
C 0.41 0.07 0.14
O -0.07 0.01 -0.03
N 0.26 0.00 -0.09
C -0.53 -0.56 -0.21
C -0.17 1.13 -0.29
O 0.11 -0.25 -0.07
H -0.29 -0.23 -0.04
H 0.05 -0.49 0.43
H -0.19 0.09 0.00
H 0.06 0.10 0.56
H 0.24 -0.15 -0.08
H 0.21 -0.25 0.08